1.
Molecular formula: C32H19AsCl2F5HfNO8S
Method: DFT, ωB97M-V/def2-TZVPD

## Properties
Gap between HOMO and LUMO: 7.35 eV

Structure (ORCA input):
```
! RIJCOSX wB97M-V def2-TZVPD def2/J DEFGRID3
* xyz 0 1
Hf 1.241 -1.369 0.040
O -3.093 -1.732 -1.010
C -1.916 -1.515 -0.466
O -0.880 -1.451 -1.106
C -1.886 -1.321 1.003
C -2.957 -1.329 1.869
C -2.704 -1.025 3.205
C -1.418 -0.711 3.612
C -0.405 -0.745 2.666
N -0.646 -1.060 1.406
C 1.058 -0.454 2.938
O 1.446 -0.250 4.063
O 1.773 -0.450 1.845
H -2.967 -1.819 -1.970
H -3.953 -1.544 1.510
H -3.517 -1.023 3.919
H -1.177 -0.456 4.635
O 3.080 0.090 -0.743
S 3.003 -1.019 -1.736
O 3.891 -1.007 -2.839
O 3.021 -2.256 -0.836
O 1.508 -1.000 -2.082
Cl 3.030 -3.177 2.133
C 4.156 -2.052 2.942
Cl 5.184 -1.199 1.810
H 4.772 -2.663 3.591
H 3.560 -1.335 3.494
F -0.034 -3.558 2.587
C -0.001 -4.198 1.389
C 0.480 -3.553 0.265
C 0.450 -4.339 -0.878
F 0.841 -3.829 -2.057
C 0.003 -5.650 -0.916
F 0.001 -6.342 -2.058
C -0.462 -6.241 0.246
F -0.904 -7.496 0.239
C -0.467 -5.502 1.415
F -0.922 -6.050 2.547
C 1.992 5.308 1.521
C 2.095 4.082 2.162
C 1.645 2.931 1.530
C 1.079 3.008 0.261
C 0.990 4.236 -0.386
C 1.447 5.382 0.247
As 0.370 1.404 -0.547
C 0.312 1.822 -2.422
C 1.392 1.861 -3.290
C 1.163 2.122 -4.632
C -0.134 2.331 -5.093
C -1.211 2.292 -4.222
C -0.991 2.037 -2.871
C -2.030 1.997 -1.814
C -3.396 2.186 -1.993
C -4.245 2.167 -0.895
C -3.742 1.971 0.387
C -2.380 1.769 0.572
C -1.534 1.775 -0.526
H 2.348 6.206 2.010
H 2.539 4.012 3.146
H 1.783 1.976 2.017
H 0.569 4.304 -1.382
H 1.379 6.335 -0.261
H 2.396 1.684 -2.927
H 1.996 2.151 -5.321
H -0.305 2.526 -6.144
H -2.213 2.465 -4.594
H -3.802 2.360 -2.982
H -5.307 2.320 -1.038
H -4.412 1.981 1.238
H -1.983 1.628 1.573
*
```

2.
Molecular formula: C44H30ClCrN10O5S
Method: DFT, ωB97M-V/def2-TZVPD

## Properties
Expectation value of S²: 6.07
Gap between HOMO and LUMO (alpha / beta): 3.31 / 4.23 eV
Energy relative to the best compared isomer or geometry (same formula, charge and spin): 2.365 eV

Structure (ORCA input):
```
! RIJCOSX wB97M-V def2-TZVPD def2/J DEFGRID3
* xyz -1 5
Cr -0.021 0.301 0.271
Cl -4.952 -4.094 3.277
C -3.816 -2.854 2.855
C -3.949 -1.579 3.408
C -3.050 -0.596 3.068
C -1.982 -0.820 2.168
O -1.179 0.140 1.874
C -1.851 -2.145 1.628
C -0.836 -2.520 0.722
N 0.094 -1.743 0.212
C 0.897 -2.217 -0.800
C 0.949 -3.528 -1.299
C 1.789 -3.854 -2.349
C 2.635 -2.915 -2.905
C 2.611 -1.589 -2.450
C 3.445 -0.574 -2.961
C 3.286 0.716 -2.491
C 2.285 1.004 -1.578
N 1.476 0.064 -1.056
C 1.688 -1.226 -1.432
C -2.789 -3.133 1.990
H -4.758 -1.372 4.094
H -3.151 0.402 3.472
H -0.906 -3.553 0.393
H 0.302 -4.293 -0.902
H 1.775 -4.861 -2.738
H 3.302 -3.183 -3.708
H 4.189 -0.825 -3.700
H 3.938 1.507 -2.831
H 2.112 2.026 -1.262
H -2.701 -4.120 1.560
C 5.292 11.664 5.581
O 4.329 11.593 4.559
C 3.941 10.361 4.123
C 2.983 10.345 3.108
C 2.511 9.155 2.601
C 2.984 7.931 3.091
C 3.945 7.958 4.103
C 4.420 9.149 4.613
C 2.510 6.657 2.604
N 2.930 5.482 3.030
C 2.226 4.551 2.336
C 1.336 5.183 1.454
N 1.541 6.522 1.638
C 0.451 4.487 0.602
C -0.456 5.060 -0.299
C -1.226 4.208 -1.068
C -1.102 2.832 -0.926
N -0.270 2.251 -0.059
C 0.512 3.070 0.691
C 1.416 2.410 1.563
N 1.388 1.049 1.508
C 2.232 0.394 2.300
C 3.122 1.019 3.163
C 3.167 2.405 3.228
C 2.298 3.128 2.411
H 5.454 12.725 5.764
H 6.237 11.206 5.275
H 4.935 11.190 6.501
H 2.620 11.289 2.735
H 1.768 9.190 1.817
H 4.308 7.016 4.482
H 5.161 9.123 5.396
H 1.062 7.265 1.160
H -0.544 6.133 -0.392
H -1.937 4.598 -1.779
H -1.691 2.170 -1.543
H 2.194 -0.688 2.245
H 3.779 0.421 3.780
H 3.844 2.929 3.884
N -1.618 -0.039 -0.734
C -2.793 0.002 -0.667
N -3.987 0.222 -0.480
C -5.211 -0.027 -0.734
N -6.353 -0.121 -0.875
N -0.693 0.185 -3.472
C -1.742 -0.590 -3.945
C -2.082 -1.792 -3.321
C -3.148 -2.542 -3.790
C -3.869 -2.087 -4.870
C -3.558 -0.905 -5.499
C -2.503 -0.145 -5.028
S -5.093 -3.166 -5.681
O -6.126 -2.273 -6.178
O -4.241 -3.741 -6.723
O -5.516 -4.113 -4.664
H -0.210 0.740 -4.160
H -0.085 -0.282 -2.819
H -1.482 -2.130 -2.486
H -3.428 -3.483 -3.343
H -4.144 -0.600 -6.351
H -2.243 0.787 -5.513
*
```

3.
Molecular formula: C3H6F2OSi
Method: DFT, ωB97M-V/def2-TZVPD

## Properties
Expectation value of S²: 2.01
Gap between HOMO and LUMO (alpha / beta): 7.13 / 7.17 eV
Energy relative to the best compared isomer or geometry (same formula, charge and spin): 1.042 eV

Structure (ORCA input):
```
! RIJCOSX wB97M-V def2-TZVPD def2/J DEFGRID3
* xyz 0 3
C 0.235 1.488 -1.409
C -1.033 1.240 -1.160
C -0.014 -1.244 1.735
O -1.170 -0.517 1.443
F 0.536 1.890 1.476
F -2.828 1.282 1.218
Si -1.438 0.835 0.621
H 0.564 1.635 -2.451
H 0.960 1.663 -0.709
H -1.684 1.095 -2.126
H 0.938 -0.735 1.360
H -0.276 -2.323 1.276
H 0.078 -1.349 2.739
*
```

no.,maximum force (Eh/bohr)
1,0.0126
2,0.0484
3,0.2133